{
  "formula": "C30H76O24S6",
  "method": "ωB97M-V with the def2-TZVPD basis set",
  "de_lowest_ev": 1.005,
  "smiles": "CCOS(C)(=O)=O.CCOS(C)(=O)=O.CCOS(C)(=O)=O.CCOS(C)(=O)=O.CCOS(C)(=O)=O.CCOS(C)(=O)=O.COCCOCCOC.COCCOCCOC",
  "total_energy_ha": -5383.28655,
  "orbital_gap_ev": 9.895,
  "symbols": ["O", "S", "O", "O", "C", "C", "C", "H", "H", "H", "H", "H", "H", "H", "H", "O", "S", "O", "O", "C", "C", "C", "H", "H", "H", "H", "H", "H", "H", "H", "O", "S", "O", "O", "C", "C", "C", "H", "H", "H", "H", "H", "H", "H", "H", "O", "S", "O", "O", "C", "C", "C", "H", "H", "H", "H", "H", "H", "H", "H", "O", "S", "O", "O", "C", "C", "C", "H", "H", "H", "H", "H", "H", "H", "H", "O", "S", "O", "O", "C", "C", "C", "H", "H", "H", "H", "H", "H", "H", "H", "C", "O", "C", "C", "O", "C", "C", "O", "C", "H", "H", "H", "H", "H", "H", "H", "H", "H", "H", "H", "H", "H", "H", "C", "O", "C", "C", "O", "C", "C", "O", "C", "H", "H", "H", "H", "H", "H", "H", "H", "H", "H", "H", "H", "H", "H"],
  "xyz": [[8.176, 5.007, -1.192], [7.001, 4.253, -1.409], [6.979, 2.836, -1.268], [5.760, 4.767, -0.540], [5.758, 6.155, -0.183], [4.322, 6.627, 0.054], [6.364, 4.572, -3.067], [6.196, 6.833, -0.920], [6.304, 6.327, 0.746], [3.926, 6.181, 0.974], [3.617, 6.226, -0.676], [4.395, 7.704, 0.173], [7.104, 5.143, -3.621], [5.391, 5.050, -3.046], [6.300, 3.575, -3.488], [6.872, 2.211, 3.553], [6.696, 1.283, 2.486], [7.750, 0.944, 1.594], [6.122, -0.061, 3.138], [5.712, -1.131, 2.265], [6.936, -1.904, 1.787], [5.258, 1.808, 1.521], [5.116, -0.847, 1.401], [5.158, -1.763, 2.953], [6.848, -2.949, 1.475], [7.611, -1.952, 2.642], [7.404, -1.424, 0.931], [4.422, 1.313, 2.005], [5.557, 1.742, 0.479], [5.129, 2.876, 1.711], [0.369, 2.758, 2.963], [0.896, 3.876, 2.242], [0.034, 4.896, 1.750], [1.971, 4.643, 3.131], [2.659, 3.923, 4.195], [1.836, 3.880, 5.458], [1.991, 3.383, 0.946], [3.550, 4.529, 4.346], [2.951, 2.945, 3.806], [1.700, 4.882, 5.859], [2.358, 3.283, 6.207], [0.874, 3.414, 5.254], [1.456, 2.717, 0.268], [2.845, 2.878, 1.380], [2.172, 4.294, 0.381], [0.193, 3.410, -6.284], [-0.283, 4.153, -5.169], [0.592, 5.200, -4.722], [-1.691, 4.772, -5.533], [-1.936, 6.194, -5.385], [-2.940, 6.372, -4.244], [-0.547, 3.128, -3.699], [-2.174, 6.615, -6.357], [-1.041, 6.693, -5.011], [-2.438, 6.079, -3.325], [-3.794, 5.695, -4.340], [-3.353, 7.378, -4.305], [0.098, 2.280, -3.925], [-1.587, 2.819, -3.649], [-0.252, 3.704, -2.832], [1.489, -2.056, 4.871], [1.155, -1.485, 3.611], [2.203, -0.802, 2.920], [0.589, -2.592, 2.642], [-0.285, -3.611, 3.158], [0.381, -4.964, 3.228], [-0.209, -0.359, 3.823], [-1.033, -3.653, 2.364], [-0.832, -3.358, 4.067], [1.172, -5.125, 3.951], [0.714, -5.151, 2.205], [-0.409, -5.696, 3.418], [-1.091, -0.982, 3.959], [-0.388, 0.207, 2.917], [0.031, 0.257, 4.681], [-4.135, 0.318, 2.532], [-3.664, -0.686, 1.633], [-2.375, -1.248, 1.859], [-4.683, -1.900, 1.528], [-6.090, -1.556, 1.742], [-6.823, -2.880, 1.773], [-3.796, 0.059, 0.025], [-6.439, -1.066, 0.822], [-6.228, -0.846, 2.551], [-6.484, -3.565, 1.003], [-7.882, -2.671, 1.609], [-6.704, -3.430, 2.709], [-2.896, 0.659, -0.106], [-4.624, 0.757, 0.098], [-3.854, -0.689, -0.757], [-3.428, -4.558, -4.052], [-3.601, -4.935, -2.711], [-4.941, -5.006, -2.282], [-4.896, -5.872, -1.044], [-6.176, -6.328, -0.685], [-6.179, -7.233, 0.390], [-7.591, -7.546, 0.812], [-7.515, -8.599, 1.748], [-8.673, -8.764, 2.509], [-3.918, -3.611, -4.307], [-3.754, -5.401, -4.672], [-2.389, -4.391, -4.344], [-5.630, -5.391, -3.048], [-5.339, -3.991, -2.111], [-4.459, -5.305, -0.212], [-4.270, -6.742, -1.278], [-5.632, -6.891, 1.282], [-5.649, -8.132, 0.042], [-8.166, -7.867, -0.065], [-8.030, -6.669, 1.304], [-8.556, -9.481, 3.314], [-9.533, -8.923, 1.843], [-8.977, -7.837, 3.035], [-1.633, -2.510, -1.773], [-1.009, -1.296, -1.417], [0.031, -1.502, -0.486], [0.563, -0.149, -0.047], [0.956, 0.669, -1.116], [2.067, 0.194, -1.846], [2.646, 1.285, -2.698], [2.020, 1.199, -3.969], [2.740, 1.757, -5.045], [-2.385, -2.272, -2.531], [-2.190, -2.888, -0.907], [-0.966, -3.233, -2.251], [0.787, -2.188, -0.889], [-0.371, -1.970, 0.422], [1.405, -0.289, 0.641], [-0.275, 0.325, 0.466], [1.715, -0.661, -2.435], [2.835, -0.209, -1.166], [3.716, 1.183, -2.895], [2.367, 2.223, -2.200], [3.171, 2.740, -4.838], [2.109, 1.969, -5.905], [3.503, 1.012, -5.301]]
}